Run P
Below is a gas-phase ion, C3H11N5 (charge +2), with properties calculated with ωB97M-V with the def2-TZVPD basis set.

Values from the calculation:
* gap between HOMO and LUMO: 8.28 eV
* total charge: +2
* SMILES: [H]/N=N/C=[N+](/C)NC[NH3+]

```
19
Properties=species:S:1:pos:R:3:nbo_charge:R:1
H 1.68 -0.11 -3.02 0.4142
N 1.14 0.29 -2.23 -0.2406
N 1.85 0.66 -1.31 -0.0242
C 1.71 0.94 -0.06 0.2523
N 0.94 0.22 0.78 -0.0853
C 1.37 -0.02 2.14 -0.4514
N -0.04 -0.57 0.28 -0.4312
C -1.35 0.12 -0.30 -0.0702
N -1.43 -0.17 -1.73 -0.7209
H 2.41 1.65 0.37 0.2774
H 0.50 -0.09 2.80 0.2560
H 1.93 -0.96 2.22 0.2616
H 2.01 0.79 2.47 0.2673
H -0.25 -1.38 0.85 0.4294
H -2.20 -0.29 0.25 0.2648
H -1.26 1.19 -0.13 0.2452
H -2.12 0.43 -2.20 0.4647
H -1.69 -1.15 -1.92 0.4549
H -0.44 0.02 -2.16 0.4361
```

=====

Run Q
Below is a molecular structure, C3H11N5, with properties calculated with ωB97M-V with the def2-TZVPD basis set.

Values from the calculation:
* gap between HOMO and LUMO (alpha / beta): 7.53 / 7.52 eV
* total charge: +2

```
19
Properties=species:S:1:pos:R:3:nbo_charge:R:1
C -0.04 -0.18 0.00 0.3494
C -0.23 -1.65 0.12 -0.7599
C -2.51 0.00 -0.07 -0.4324
N 1.14 0.53 -0.17 -0.1718
N -1.16 0.56 0.00 0.0022
N 3.40 0.43 -0.34 -0.4748
N -1.17 1.89 0.26 -0.5526
N 2.23 -0.03 -0.02 0.0784
H -0.86 -1.95 1.09 0.2995
H 0.64 -2.39 -0.03 0.2825
H -0.86 -1.98 -0.80 0.3078
H -2.43 -0.88 0.66 0.2670
H -3.23 0.72 0.29 0.2634
H -2.62 -0.09 -1.19 0.2747
H 3.35 1.40 -0.73 0.4508
H 4.26 -0.01 -0.02 0.4690
H -0.24 2.36 0.55 0.4421
H -1.99 2.49 -0.01 0.4575
H 2.31 -1.24 0.42 0.4473
```

=====

Most stable: run P (next structure +0.0695 hartree)

=====

Run P
Below is a molecular structure, H2N2O3S, with properties calculated with ωB97M-V with the def2-TZVPD basis set.

Values from the calculation:
* gap between HOMO and LUMO (alpha / beta): 8.70 / 8.02 eV

```
8
Properties=species:S:1:pos:R:3:nbo_charge:R:1
N -0.15 -2.50 -0.13 0.2684
N -0.84 0.03 0.04 -0.7947
O 0.76 2.28 -0.31 -0.9208
O 1.99 0.32 0.44 -0.9269
O -0.01 -1.49 -0.56 -0.0251
S 0.93 1.22 0.72 1.6694
H -1.11 0.25 -0.93 0.3678
H -1.58 -0.12 0.73 0.3619
```

=====

Run Q
Below is a single H2N2O3S molecule, with properties calculated with ωB97M-V with the def2-TZVPD basis set.

Values from the calculation:
* gap between HOMO and LUMO: 8.25 eV
* SMILES: NS(=O)(=O)N=O

```
8
Properties=species:S:1:pos:R:3:nbo_charge:R:1
N 0.17 -1.41 -0.27 -1.0550
S -0.22 0.09 0.44 2.0295
O 0.83 0.39 1.39 -0.8995
O -1.62 -0.02 0.81 -0.9320
N -0.17 1.85 -0.66 0.1653
O 0.77 2.38 -0.27 -0.1277
H 0.85 -1.20 -1.00 0.3942
H -0.60 -2.08 -0.43 0.4253
```

=====

Most stable: run Q (next structure +0.0706 hartree)